ORCA calculation (ωB97M-V with the def2-TZVPD basis set) on a cluster of 5 separate species, C2H14NO4 in total in a non-equilibrium geometry.

Structure (XYZ):
```
21
Properties=species:S:1:pos:R:3:forces:R:3:nbo_charge:R:1
C 0.913149 0.836108 1.842362 -1.0 -1.0 0.4 -0.050
C 2.188941 0.585626 1.667387 -0.2 0.3 -0.3 -0.331
N -0.090547 -0.162677 1.377869 0.1 -0.2 -1.1 -0.727
H 0.384397 1.630522 2.318306 0.3 0.8 0.1 0.232
H 2.933044 1.351834 1.826467 0.1 -0.2 0.4 0.249
H 2.479478 -0.366245 1.248627 0.2 0.1 -0.1 0.211
H -0.403231 -0.952297 1.932720 0.7 -0.3 0.6 0.446
H -0.983605 0.249578 1.119685 -0.2 1.1 0.0 0.473
H 0.240189 -0.503907 0.468828 0.1 -0.4 -0.1 0.465
H -2.552976 1.827141 0.064245 -0.3 0.3 -0.3 0.496
H -1.503210 2.902528 0.499697 -0.1 0.3 -0.3 0.501
O -1.819465 2.012791 0.646520 0.4 -0.8 0.6 -0.982
H -1.852113 -2.622246 -0.511556 0.1 0.0 0.0 0.493
H -2.903929 -2.051840 0.417699 -0.1 0.0 0.1 0.490
O -1.983148 -1.941640 0.158594 0.0 0.0 0.0 -0.979
H 1.792333 -1.728081 -1.006727 -0.7 -0.8 0.5 0.475
H 2.044684 -0.654558 -1.845469 -0.6 1.1 -0.4 0.500
O 1.291288 -0.964441 -1.316967 1.2 -0.4 0.1 -0.961
H -0.554149 0.726242 -3.971489 -0.2 -0.2 0.1 0.477
H 0.114392 -0.435673 -3.147203 -0.4 0.0 0.0 0.475
O 0.264474 0.261230 -3.789603 0.5 0.1 -0.1 -0.953
```
Positions in Å, forces in eV/Å.

As for the net charge: +1. As for the HOMO energy: -14.041 eV. The HOMO-LUMO gap comes out at 11.040 eV. The LUMO energy comes out at -0.11029 Eh. As for the energy above the lowest of the compared OMol25 structures with the same formula, charge and spin: 103.3 kJ/mol. The value obtained for the total energy is -11974.37250 eV.

---

ORCA calculation (ωB97M-V with the def2-TZVPD basis set) on an isolated molecule of C5H10N2O in a non-equilibrium geometry.

Structure (XYZ):
```
18
Properties=species:S:1:pos:R:3:forces:R:3:nbo_charge:R:1
C 1.500573 0.614551 -1.049328 0.0 0.0 0.0 -0.411
C 1.785136 -1.079807 0.986574 -1.7 1.6 -2.8 -0.423
N 0.723258 -0.278243 -0.208092 4.9 -3.1 3.0 -0.425
C -1.448443 0.847709 -0.857072 1.2 -0.3 2.6 0.675
C -0.350619 0.095430 0.435668 -5.0 2.3 -3.2 0.182
N -2.542582 0.086785 -1.067821 -0.1 -0.3 0.0 -0.838
C -0.972256 -0.150402 1.582096 0.3 -0.2 0.3 -0.590
O -1.261988 1.921591 -1.375031 0.2 -0.3 0.0 -0.621
H -3.287747 0.430839 -1.660158 0.3 0.0 0.1 0.400
H -2.676914 -0.767976 -0.557347 0.1 0.1 0.0 0.406
H 0.875447 0.982954 -1.860100 0.0 0.1 0.1 0.232
H 1.903832 1.460279 -0.483811 0.0 0.0 -0.1 0.185
H 2.315283 0.046442 -1.498748 0.0 0.0 0.1 0.198
H 2.090851 -0.364413 1.749606 -0.2 0.1 -0.2 0.200
H 1.235430 -1.920938 1.398694 -0.1 0.1 -0.2 0.209
H 2.614838 -1.386027 0.359391 0.1 -0.1 0.1 0.202
H -0.505491 -0.690789 2.389294 0.1 0.0 0.2 0.200
H -1.998607 0.152014 1.716182 0.0 0.1 0.0 0.218
```
Positions in Å, forces in eV/Å.

As for the HOMO energy: -8.168 eV. The HOMO-LUMO gap comes out at 9.062 eV. The LUMO energy comes out at 0.03285 Eh. As for the energy above the lowest of the compared OMol25 structures with the same formula, charge and spin: 276.2 kJ/mol. Its structure (SMILES) is C=C(C(N)=O)N(C)C. The value obtained for the total energy is -10372.44273 eV.

---

ORCA calculation (ωB97M-V with the def2-TZVPD basis set) on a structure of composition C6H10O.

Structure (XYZ):
```
17
Properties=species:S:1:pos:R:3:forces:R:3:nbo_charge:R:1
C 0.180228 1.281768 -1.266213 0.0 0.0 0.0 -0.631
C -0.445939 1.082933 0.103223 -0.1 0.1 -0.1 -0.321
C -1.405216 -0.119911 0.229710 0.1 0.0 0.1 -0.424
C -0.486902 -1.205515 0.754676 -0.3 0.0 0.2 -0.029
O 0.365607 -1.744898 -0.286722 0.0 -0.1 -0.2 -0.553
C 1.482192 -1.119197 0.361443 0.2 0.1 0.1 -0.223
C 0.670230 -0.465259 1.452298 0.1 -0.4 0.0 -0.003
H 1.035471 1.964232 -1.219573 -0.1 -0.1 0.0 0.215
H -0.560770 1.721740 -1.944242 0.1 -0.1 0.1 0.220
H 0.502982 0.333954 -1.708984 -0.1 0.2 0.1 0.224
H -0.881109 2.014327 0.474316 -0.1 0.0 -0.1 0.223
H -2.203963 0.089428 0.949408 0.2 -0.1 0.0 0.221
H -1.874389 -0.402891 -0.722387 0.1 0.1 0.2 0.224
H -0.961309 -1.999683 1.344084 0.0 0.1 -0.1 0.203
H 2.095394 -0.505649 -0.313652 -0.1 -0.1 0.2 0.210
H 2.142788 -1.849487 0.855123 0.0 0.0 -0.1 0.220
H 0.344705 0.924109 0.937494 -0.1 0.2 -0.3 0.222
```
Positions in Å, forces in eV/Å.

As for the HOMO energy: -8.535 eV. The HOMO-LUMO gap comes out at 8.866 eV. The LUMO energy comes out at 0.01214 Eh. As for the energy above the lowest of the compared OMol25 structures with the same formula, charge and spin: 452.2 kJ/mol. The value obtained for the total energy is -8426.55394 eV.

---

ORCA calculation (ωB97M-V with the def2-TZVPD basis set) on the ion C5H4ClO2 with charge -1 in a non-equilibrium geometry.

Structure (XYZ):
```
12
Properties=species:S:1:pos:R:3:forces:R:3:nbo_charge:R:1
C -0.610800 -0.148851 0.608841 0.9 -0.3 2.9 -0.312
C 0.820248 -0.357742 0.456975 2.1 -1.7 0.9 -0.175
C -3.077423 -0.114088 -0.225422 2.1 1.4 1.0 0.771
C -1.473856 0.203700 -0.285818 -2.9 -0.4 -0.4 -0.228
C 1.825253 0.432990 0.107528 -1.4 0.1 -0.4 -0.258
O -3.640209 0.182754 0.835877 -0.3 -0.2 0.1 -0.765
O -3.440777 -0.611943 -1.282383 -0.6 -0.5 -0.8 -0.744
Cl 3.413038 -0.225168 -0.228737 -0.2 0.6 0.2 -0.058
H -0.991598 -0.353741 1.619944 0.1 -0.4 -0.3 0.208
H 1.282383 -1.333692 0.789842 -1.2 0.4 -0.4 0.186
H -1.114072 0.451130 -1.221685 0.6 0.4 -2.2 0.168
H 1.558234 1.452581 -0.091515 0.9 0.6 -0.5 0.207
```
Positions in Å, forces in eV/Å.

As for the net charge: -1. As for the HOMO energy: -4.362 eV. The HOMO-LUMO gap comes out at 7.385 eV. The LUMO energy comes out at 0.11110 Eh. As for the energy above the lowest of the compared OMol25 structures with the same formula, charge and spin: 9.8 kJ/mol. Its structure (SMILES) is O=C([O-])/C=C/C=C/Cl. The value obtained for the total energy is -21867.24429 eV.

---

ORCA calculation (ωB97M-V with the def2-TZVPD basis set) on a cluster of 6 separate species, C18H49N5O5PSi in total.

Structure (XYZ):
```
79
Properties=species:S:1:pos:R:3:forces:R:3:lowdin_charge:R:1
C 2.079536 -4.746785 0.821745 0.1 0.0 0.0 -0.238
Si 2.033646 -3.086471 -0.102015 -0.3 0.3 0.0 0.398
C 3.438397 -2.016417 0.593815 0.3 -0.2 0.0 -0.239
C 2.477903 -3.331961 -1.932399 0.1 0.1 0.0 -0.250
P -0.087752 -2.098136 -0.000526 -0.1 -0.2 -0.2 0.029
H 2.433561 -5.573534 0.198761 -0.1 0.0 0.0 0.005
H 2.744701 -4.683853 1.688775 -0.1 0.0 0.0 0.008
H 1.074115 -4.984930 1.182593 0.0 0.0 0.0 -0.005
H 3.621260 -1.148789 -0.047411 -0.1 0.0 0.1 0.003
H 3.265121 -1.689429 1.622036 -0.1 0.1 -0.1 0.003
H 4.359169 -2.615408 0.591047 0.0 0.1 0.0 0.012
H 1.555521 -3.427881 -2.513776 0.1 -0.1 0.0 -0.003
H 3.139456 -4.181542 -2.125713 0.0 0.0 0.0 0.012
H 2.985939 -2.419015 -2.261848 0.0 -0.1 0.0 -0.014
H -0.352827 -2.548356 -1.443784 0.0 0.0 0.1 -0.117
H 0.499576 -0.800986 -0.545653 0.0 -0.1 0.1 -0.106
H 0.145199 -1.639089 1.394457 0.0 -0.1 -0.1 -0.103
H -0.676981 -3.403803 0.498724 0.0 0.1 0.0 -0.114
H -1.429949 -1.510146 0.013673 0.0 0.0 0.1 -0.144
C 3.810625 1.443079 4.493814 0.0 0.0 0.0 -0.018
C 3.069213 1.026553 3.239757 0.1 0.0 -0.3 -0.558
O 2.125329 0.262644 3.263608 0.0 0.0 0.4 0.035
N 3.505550 1.531534 2.050741 -0.1 0.0 0.0 0.011
C 4.606430 2.428178 1.802380 0.1 0.0 0.0 -0.089
H 3.332900 0.944546 5.332062 0.0 0.0 0.0 0.078
H 4.859970 1.148062 4.448219 0.0 0.0 0.0 0.079
H 3.767640 2.523162 4.642721 0.0 0.0 0.0 0.077
H 2.974437 1.186800 1.263259 0.0 0.0 0.0 0.137
H 4.271907 3.350870 1.322067 0.0 0.0 0.0 0.079
H 5.358585 1.968252 1.157393 0.0 0.0 0.0 0.083
H 5.087072 2.695969 2.740127 0.0 0.0 0.0 0.066
C 6.667627 -0.047999 -4.794804 0.0 0.0 0.0 -0.019
C 5.499427 0.517507 -4.011172 0.0 0.0 0.0 -0.559
O 5.637650 1.492081 -3.288948 0.0 0.0 0.0 0.019
N 4.302110 -0.101966 -4.147728 0.0 0.0 0.0 0.017
C 3.977060 -1.250027 -4.967820 -0.1 -0.1 0.0 -0.074
H 7.536355 0.562776 -4.568782 0.0 0.0 0.0 0.077
H 6.868411 -1.082099 -4.511989 0.0 0.0 0.0 0.082
H 6.476512 -0.022053 -5.868481 0.0 0.0 0.0 0.078
H 3.562836 0.298060 -3.589168 0.0 0.0 0.0 0.143
H 3.205493 -0.997471 -5.698100 0.0 0.0 0.0 0.084
H 3.607116 -2.074655 -4.357635 0.0 0.0 0.0 0.064
H 4.854662 -1.592083 -5.508355 0.0 0.0 0.0 0.069
C -5.183813 1.090976 -0.580067 0.1 0.1 0.0 -0.006
C -3.907367 0.287168 -0.689197 0.0 -0.5 0.1 -0.563
O -2.817305 0.782377 -0.457412 -0.1 0.6 -0.1 0.013
N -3.987587 -1.026112 -1.031089 0.1 0.1 -0.1 0.016
C -5.171453 -1.799708 -1.304866 -0.1 0.0 0.0 -0.088
H -4.872839 2.094116 -0.309821 -0.2 0.0 0.0 0.057
H -5.707218 1.142220 -1.535912 0.0 0.0 0.0 0.087
H -5.875706 0.702358 0.169407 0.1 -0.1 0.0 0.079
H -3.075273 -1.472148 -1.075662 0.0 -0.1 0.1 0.108
H -5.273001 -2.638301 -0.611281 0.0 0.0 0.0 0.080
H -5.161302 -2.205957 -2.319358 0.0 0.0 0.0 0.079
H -6.055424 -1.173903 -1.204436 0.0 0.0 0.0 0.069
C -5.272015 -0.299032 5.136037 0.0 0.0 0.0 -0.019
C -5.596130 -1.031116 3.849250 0.0 0.0 0.0 -0.562
O -6.622047 -1.689880 3.737650 0.0 0.0 0.0 0.007
N -4.708068 -0.922070 2.838017 -0.1 0.0 -0.1 0.023
C -3.457641 -0.184108 2.798423 0.1 0.0 -0.1 -0.052
H -6.081258 -0.490937 5.834306 0.0 0.0 0.0 0.075
H -4.331576 -0.649415 5.562807 0.0 0.0 0.0 0.081
H -5.183747 0.775003 4.967507 0.0 0.0 0.0 0.079
H -4.966411 -1.432882 2.007210 0.0 0.0 0.0 0.130
H -3.483122 0.567424 2.009392 0.1 0.0 0.0 0.066
H -2.618059 -0.850244 2.593514 0.0 0.0 0.0 0.093
H -3.277253 0.314485 3.746325 0.0 0.0 0.0 0.072
C -3.264773 4.783289 0.120365 0.0 0.0 0.0 -0.013
C -3.536301 4.233258 -1.261788 0.1 -0.3 0.1 -0.570
O -4.672527 4.163205 -1.711507 0.0 0.2 0.0 0.004
N -2.480255 3.768600 -1.967056 0.0 0.3 -0.1 0.016
C -1.093643 3.696043 -1.563286 0.1 -0.2 0.1 -0.074
H -4.217317 5.088011 0.544163 0.0 0.0 0.0 0.079
H -2.813283 4.018681 0.754267 0.0 0.0 0.0 0.084
H -2.592877 5.642088 0.086306 0.0 0.0 0.0 0.080
H -2.733557 3.379283 -2.861210 0.0 -0.1 0.0 0.141
H -0.452867 4.255234 -2.248691 0.0 0.0 0.0 0.078
H -0.753795 2.659662 -1.528241 -0.1 0.0 0.0 0.085
H -0.973697 4.117143 -0.569731 0.0 0.0 0.0 0.071
```
Positions in Å, forces in eV/Å.

As for the net charge: -1. As for the HOMO energy: -2.596 eV. The HOMO-LUMO gap comes out at 5.086 eV. The LUMO energy comes out at 0.09151 Eh. As for the energy above the lowest of the compared OMol25 structures with the same formula, charge and spin: 0.0 kJ/mol. The value obtained for the total energy is -54314.92936 eV.

---

ORCA calculation (ωB97M-V with the def2-TZVPD basis set) on an isolated molecule of C3H2O2 in a non-equilibrium geometry.

Structure (XYZ):
```
7
Properties=species:S:1:pos:R:3:forces:R:3:nbo_charge:R:1
C -0.198196 -0.372283 -1.009249 -0.5 1.4 3.4 0.036
C 0.287354 0.376867 0.494330 1.7 -2.3 -3.8 -0.222
C -0.709261 1.313618 0.929790 0.6 0.1 -1.4 0.773
O -1.340409 2.248595 0.620762 -1.0 1.1 0.7 -0.503
O -0.590067 0.288455 1.720941 -0.3 -0.4 0.8 -0.424
H -1.376718 -0.621509 -0.940749 2.3 0.5 0.5 0.101
H 1.452489 0.498645 0.657409 -2.8 -0.4 -0.1 0.239
```
Positions in Å, forces in eV/Å.

As for the HOMO energy (spin up / spin down): -10.015 / -10.064 eV. The HOMO-LUMO gap (spin up / spin down) comes out at 8.340 / 8.392 eV. The LUMO energy (spin up / spin down) comes out at -0.06157 / -0.06142 Eh. As for the energy above the lowest of the compared OMol25 structures with the same formula, charge and spin: 521.9 kJ/mol. The value obtained for the total energy is -7231.49296 eV.

---

ORCA calculation (ωB97M-V with the def2-TZVPD basis set) on the ion C3H7ClN with charge +1 in a non-equilibrium geometry.

Structure (XYZ):
```
12
Properties=species:S:1:pos:R:3:forces:R:3:nbo_charge:R:1
C -0.665472 -0.570917 -0.688708 -1.2 1.3 2.9 -0.253
C -1.544705 0.052807 0.149903 0.0 -0.5 -1.5 -0.161
C 0.788778 -0.615239 -0.277221 0.2 -0.8 -0.3 -0.260
N 1.065871 0.718212 0.379035 0.1 -2.1 3.2 -0.673
Cl -3.277793 0.229590 -0.249588 2.0 -0.2 0.7 0.076
H -1.047520 -1.070467 -1.531335 -0.1 -0.5 -1.1 0.263
H -1.187195 0.529669 1.098154 -1.4 -0.5 -0.7 0.163
H 1.064957 -1.440512 0.431226 -0.5 0.9 -0.3 0.251
H 1.462292 -0.769094 -1.124672 -0.1 0.4 0.0 0.253
H 0.204481 0.869247 0.986042 1.5 0.8 -1.4 0.444
H 1.318759 1.421932 -0.266178 -0.2 1.3 -0.9 0.451
H 1.817549 0.644770 1.093338 -0.1 0.0 -0.7 0.446
```
Positions in Å, forces in eV/Å.

As for the net charge: +1. As for the HOMO energy: -14.085 eV. The HOMO-LUMO gap comes out at 10.041 eV. The LUMO energy comes out at -0.14864 Eh. As for the energy above the lowest of the compared OMol25 structures with the same formula, charge and spin: 86.8 kJ/mol. Its structure (SMILES) is [NH3+]C/C=C/Cl. The value obtained for the total energy is -17228.78476 eV.

---

ORCA calculation (ωB97M-V with the def2-TZVPD basis set) on a structure of composition C15H19CoN11OP in a non-equilibrium geometry.

Structure (XYZ):
```
48
Properties=species:S:1:pos:R:3:forces:R:3:nbo_charge:R:1
Co -0.118443 -0.856837 -1.220222 -0.7 -0.2 0.9 1.341
C 2.404380 1.002992 3.093630 0.0 -0.2 -0.2 -0.408
N 2.191055 0.311894 1.804362 0.3 0.0 0.3 -0.288
C 3.104813 -0.527523 1.205070 -0.1 0.2 0.2 -0.033
C 2.521835 -1.009287 0.075820 -0.2 -0.1 -0.1 -0.064
N 1.262312 -0.465405 0.003056 -0.2 -0.2 -0.2 -0.424
C 1.081954 0.325368 1.050683 0.3 0.1 0.2 0.098
P -0.328594 1.444649 1.221466 0.0 0.4 -0.1 0.866
C -1.645410 0.248601 0.911769 -0.6 0.1 0.3 0.090
N -1.707604 -0.503691 -0.174373 0.5 0.0 0.1 -0.485
C -2.925124 -1.138412 -0.189882 0.2 0.0 -0.1 -0.068
C -3.609170 -0.736916 0.916903 0.1 0.2 0.2 -0.028
N -2.794556 0.134673 1.601515 -0.3 0.0 0.1 -0.289
C -3.126440 0.798929 2.881060 0.1 -0.1 -0.3 -0.419
C -0.226291 1.920413 -0.555695 -0.1 0.4 -0.3 0.090
N -0.161121 1.065631 -1.575418 0.3 -0.3 -0.8 -0.489
C -0.095649 1.788662 -2.739811 0.0 -0.3 0.1 -0.057
C -0.129085 3.107690 -2.417326 0.0 0.2 0.3 -0.039
N -0.210348 3.177189 -1.045144 0.0 0.3 0.0 -0.293
C -0.255223 4.426496 -0.257225 0.0 -0.3 -0.1 -0.410
H 3.314737 1.591943 3.038724 0.0 0.0 -0.1 0.236
H 2.488984 0.263674 3.884320 0.0 -0.1 0.0 0.251
H 1.557174 1.644276 3.308921 -0.1 0.0 0.0 0.235
H 4.086965 -0.699467 1.618492 -0.1 0.0 0.0 0.262
H 2.908499 -1.691136 -0.663537 -0.1 0.0 0.1 0.250
H -3.231661 -1.806815 -0.979693 0.1 0.0 0.1 0.255
H -4.594304 -1.001277 1.268825 0.1 0.1 0.0 0.261
H -4.136531 0.518073 3.157446 0.0 0.0 0.0 0.243
H -3.079023 1.878767 2.765909 0.0 0.0 -0.1 0.225
H -2.431007 0.474886 3.649463 0.1 -0.1 0.0 0.262
H -0.038734 1.324696 -3.712585 0.0 0.0 0.1 0.250
H -0.099894 3.988623 -3.038782 0.0 -0.1 0.1 0.257
H -0.269595 5.264760 -0.944466 0.0 0.0 -0.1 0.247
H 0.620483 4.502678 0.379425 0.1 0.0 0.0 0.230
H -1.153291 4.455213 0.352307 -0.1 0.0 0.0 0.231
N -0.441930 -0.982888 3.617305 0.1 -0.1 -0.1 -0.457
C -0.389284 -1.872144 2.878103 0.0 -0.4 -0.7 0.468
N -0.332037 -2.866637 1.989079 0.1 0.3 0.9 -0.608
C -0.270691 -2.707172 0.760178 0.0 0.2 -0.6 0.717
N -0.220596 -2.588513 -0.423866 0.0 -0.6 0.2 -0.740
N 0.754426 -3.849004 -2.806215 0.0 -0.1 0.0 -0.769
C 1.121943 -2.657449 -3.249630 -0.2 0.4 0.2 0.812
N 2.012199 -2.548972 -4.229448 0.2 -0.1 -0.1 -0.764
O 0.620524 -1.567688 -2.784152 0.6 0.3 -0.6 -0.768
H 1.153095 -4.699399 -3.167242 0.0 0.0 0.0 0.423
H 0.147238 -3.892554 -2.002961 0.0 0.0 0.1 0.449
H 2.419884 -3.353497 -4.674892 0.0 0.0 0.0 0.422
H 2.249131 -1.638078 -4.581263 0.0 0.0 0.0 0.431
```
Positions in Å, forces in eV/Å.

As for the net charge: +2. As for the HOMO energy (spin up / spin down): -14.953 / -14.952 eV. The HOMO-LUMO gap (spin up / spin down) comes out at 7.142 / 7.145 eV. The LUMO energy (spin up / spin down) comes out at -0.28704 / -0.28691 Eh. As for the energy above the lowest of the compared OMol25 structures with the same formula, charge and spin: 14.8 kJ/mol. The value obtained for the total energy is -81204.50269 eV.